The following is a quantum chemistry calculation of the molecule C4H7NO, from OMol25.

## Properties
Energy relative to the best compared isomer or geometry (same formula, charge and spin) in kJ/mol: 387.3
Net charge: 0
E_LUMO in eV: 0.47
Highest occupied orbital energy in hartree: -0.3017
Multiplicity: 1

```
13
Properties=species:S:1:pos:R:3:forces:R:3
O 1.607959 -1.562873 0.280146 -0.1 0.1 -0.1
N -0.827767 0.286930 -0.937942 -0.1 -0.3 0.0
C 0.515279 -1.124895 -0.115392 -0.3 0.2 -0.1
C -0.350340 0.106036 0.455063 0.0 0.0 0.2
C 0.497149 1.218166 1.036752 0.0 0.0 0.0
C -0.103225 -0.714718 -1.448517 0.1 0.2 0.1
H -1.784987 0.516470 -1.196842 0.3 -0.1 0.0
H -0.095570 2.097427 1.319786 0.1 -0.2 -0.1
H 0.997033 0.828155 1.931441 -0.1 0.1 -0.2
H -0.396565 -1.930505 -0.287280 -0.1 0.1 -0.1
H 1.273782 1.520343 0.326643 -0.1 -0.1 0.1
H -0.142213 -1.084751 -2.478556 0.0 0.0 0.4
H -1.190538 -0.155785 1.114696 0.2 0.0 -0.1
```
Forces are in eV/Å.

***

The following is a quantum chemistry calculation of a structure of composition C36H45Ge2MnNOSSb at a distorted geometry, from OMol25.

## Properties
Energy relative to the best compared isomer or geometry (same formula, charge and spin) in kJ/mol: 114.9
Net charge: 0
<S²>: 6.173
E_LUMO (alpha / beta) in eV: -0.25 / 0.02
Highest occupied orbital energy (alpha / beta) in hartree: -0.2628 / -0.2833
Multiplicity: 5

```
88
Properties=species:S:1:pos:R:3:forces:R:3
Sb 0.490522 -2.340133 -1.778944 0.2 -2.1 0.2
Ge 0.039122 0.506967 1.073056 -0.2 0.3 3.0
Ge -2.036378 0.018667 2.390156 -0.4 -0.3 -0.1
Mn 0.061422 0.298167 -1.274644 0.1 1.1 -1.5
S 0.450822 2.382667 -2.514944 -0.1 0.1 -0.2
O 2.031622 0.321067 -1.421144 0.5 -0.8 0.0
N 2.750122 1.389567 -1.698144 -0.1 1.0 -0.1
C 1.191922 -1.491133 3.010256 -0.2 0.1 0.0
C -2.643778 4.101267 -0.421144 0.3 -0.1 0.1
C 4.208622 3.682267 -2.080544 -0.3 -0.1 -0.1
C -3.575478 1.221867 2.003456 0.4 -0.2 0.1
C -0.740978 -3.826833 -2.820544 0.2 0.5 0.2
C 0.436222 -3.295633 0.199356 -0.1 0.4 -0.3
C 1.841022 2.839567 1.425256 0.1 -0.2 -0.1
C 2.738022 -0.623133 1.437456 0.1 0.3 -0.2
C 2.223722 4.108667 1.820256 0.2 0.1 0.0
C -3.926378 1.996667 -1.723044 0.3 0.0 0.1
C 3.737122 -1.430433 1.946156 0.2 -0.1 0.0
C 2.588422 -4.661733 -2.132244 -0.1 0.0 0.0
C -1.904278 -0.051733 4.396356 0.1 0.1 -0.7
C 1.448022 -0.632633 1.948556 -0.3 0.0 -0.5
C -2.658578 -1.757433 1.721956 0.2 0.3 0.1
C -0.886978 -3.550833 -4.304244 0.0 0.1 0.0
C 4.071122 1.384067 -1.450244 0.4 0.0 0.2
C -0.211478 3.076767 2.596056 -0.2 -0.2 0.0
C -0.334978 -4.596933 0.294456 0.1 0.0 -0.1
C 2.869922 3.654867 -2.386644 0.4 0.0 0.1
C 0.616022 2.296567 1.797556 -0.1 -0.3 -0.6
C -4.563878 3.245567 -1.571344 0.0 0.2 0.1
C 2.439722 -3.165133 -2.321944 -0.3 0.4 -0.1
C 2.188922 -2.288433 3.545756 -0.1 -0.1 0.2
C -1.988678 2.913067 -0.594244 0.1 0.2 0.2
C -2.677778 -0.479133 -1.921444 0.8 0.0 0.4
C 2.115222 2.494167 -2.186644 -0.4 -0.4 -0.2
C -4.612678 0.903567 -2.286244 0.0 -0.4 -0.1
C -2.593378 1.821467 -1.253044 0.0 -0.1 0.0
C -3.937378 4.276867 -0.930644 -0.2 -0.1 -0.1
C 0.155322 4.352067 2.988956 0.0 0.1 0.1
C -4.005078 -0.318233 -2.347444 -0.4 0.1 -0.1
C -1.916278 0.563467 -1.407944 -0.9 -0.3 0.0
C 1.373322 4.879567 2.592556 0.0 0.1 0.1
C 3.465222 -2.268033 3.011756 0.1 -0.1 0.0
C 4.826622 2.517267 -1.617144 -0.1 -0.1 0.0
H 4.768822 4.594767 -2.203844 0.1 0.1 0.0
H 5.875622 2.499067 -1.373944 0.1 -0.1 0.0
H -1.452278 0.858667 4.775556 0.1 0.1 0.1
H -2.160478 4.909267 0.110856 0.1 0.0 0.0
H 1.656722 5.882867 2.882456 0.0 0.0 0.0
H 1.898922 -5.215933 -2.763944 -0.1 -0.1 0.0
H 0.077622 -3.611933 -4.806144 0.0 0.1 -0.1
H 2.413722 -4.949233 -1.098644 0.0 -0.1 0.1
H 2.348122 4.521567 -2.756944 0.0 0.1 0.0
H 0.194622 -1.537133 3.422356 -0.1 -0.1 0.1
H -1.719478 -3.843133 -2.340444 0.0 0.0 0.1
H 4.726122 -1.411833 1.506856 0.1 0.0 0.0
H -1.163778 2.674167 2.914556 -0.1 0.1 0.0
H -1.312578 -2.563633 -4.489444 0.0 0.0 -0.1
H -4.011578 0.961267 1.046156 0.0 -0.1 -0.2
H 3.188022 4.497867 1.518956 0.0 0.0 0.0
H 2.626622 -2.901833 -3.364244 0.0 0.1 0.0
H -0.985178 2.787367 -0.204744 -0.1 0.1 0.0
H 0.039922 -5.335033 -0.412144 -0.1 -0.1 0.0
H 3.173322 -2.644533 -1.704844 -0.1 0.2 0.0
H -0.230478 -5.000233 1.302856 -0.1 -0.1 0.0
H -3.294678 2.267867 1.967556 0.0 0.2 0.0
H 1.965622 -2.937133 4.379856 0.0 -0.1 0.1
H -0.277178 -4.797233 -2.665844 0.0 -0.1 0.2
H -4.434478 5.225667 -0.803144 -0.1 0.1 0.0
H -1.394578 -4.438333 0.101956 -0.1 -0.1 0.0
H -5.629378 1.039267 -2.634344 0.0 0.0 0.0
H -0.514478 4.938367 3.602656 0.0 0.0 0.0
H 3.599922 -4.968133 -2.399544 0.0 -0.1 0.0
H 1.479222 -3.438133 0.490556 0.0 0.1 0.0
H 4.240522 -2.901233 3.417356 0.0 -0.1 0.1
H 2.964322 0.036267 0.615756 0.1 0.0 -0.1
H -4.336178 1.091767 2.768056 -0.1 -0.1 0.2
H 2.518722 2.255967 0.816656 0.1 0.0 -0.1
H -4.542778 -1.175633 -2.728044 0.0 -0.1 -0.1
H -2.258178 -1.483533 -1.987444 0.0 0.2 -0.1
H -1.306278 -0.893233 4.724856 0.1 -0.1 0.1
H -2.895778 -0.151733 4.828256 -0.2 0.0 -0.1
H -1.544478 -4.292633 -4.756844 0.0 0.0 -0.1
H -5.569278 3.362467 -1.954544 -0.1 0.0 0.0
H 4.464722 0.443867 -1.090144 -0.1 0.0 0.0
H -3.711678 -1.915833 1.935256 -0.2 0.0 0.1
H -2.533278 -1.753233 0.639956 0.0 0.0 -0.1
H -2.094078 -2.591233 2.129656 0.1 -0.1 0.1
H 0.007622 -2.565833 0.885456 0.1 0.0 -0.1
```
Forces are in eV/Å.

***

The following is a quantum chemistry calculation of a cluster of 2 separate species, C2H5NO2S in total, from OMol25.

## Properties
Energy relative to the best compared isomer or geometry (same formula, charge and spin) in kJ/mol: 155.9
Net charge: 0
E_LUMO in eV: -1.29
Highest occupied orbital energy in hartree: -0.3497
Multiplicity: 1

```
11
Properties=species:S:1:pos:R:3:forces:R:3
S -3.962781 0.881336 0.595674 0.7 0.5 0.0
O -3.684684 1.592719 -0.615573 -0.3 -0.2 0.0
O -3.022998 1.048322 1.667414 -0.4 -0.2 -0.1
N 1.634959 0.217280 -0.344461 0.3 0.6 -0.3
C 1.728613 -1.097413 -0.889134 -0.1 -0.4 -0.1
C 0.889945 0.462187 0.629036 -0.2 -0.2 0.2
H 0.834041 1.477327 0.988994 -0.1 0.3 0.2
H 0.278391 -0.289266 1.144664 0.0 -0.1 -0.1
H 1.349637 -1.063536 -1.913651 0.1 -0.1 0.0
H 1.172096 -1.859254 -0.325452 0.0 0.0 0.0
H 2.782781 -1.369703 -0.937511 0.0 -0.1 0.0
```
Forces are in eV/Å.

***

The following is a quantum chemistry calculation of a structure of composition C19H21BaN5O3Se at a distorted geometry, from OMol25.

## Properties
Net charge: -2
E_LUMO in eV: 4.51
Highest occupied orbital energy in hartree: -0.0310
Multiplicity: 1

```
50
Properties=species:S:1:pos:R:3:forces:R:3
Ba -1.564836 0.730990 -1.448367 -1.2 3.7 -0.2
Se -3.305768 3.525233 -0.134294 0.0 0.4 0.0
O -1.965008 -0.506253 0.264035 -0.4 -3.0 3.1
O 0.545260 -2.030836 -0.492470 -0.1 0.2 0.0
O -1.853490 -0.302434 -3.284204 -0.6 -2.6 -4.2
N -1.972221 -1.798831 2.202697 0.0 0.1 -0.1
N -2.532272 6.221174 -1.211696 -0.2 -0.3 0.2
N 0.545849 0.705212 0.025344 1.4 0.3 1.0
N 0.044895 2.697481 -1.887880 1.0 0.9 -0.4
N 0.734802 -0.131723 0.989634 -0.1 -0.4 0.0
C 0.889010 2.934467 -0.853955 0.1 -0.3 0.2
C 0.494374 4.851305 -2.845768 -0.1 0.0 0.0
C 1.088417 1.934730 0.174739 -0.2 -0.2 -0.3
C 1.117584 -1.851957 3.147666 0.1 0.0 0.1
C -2.021027 -1.131072 -4.396704 0.1 0.3 0.4
C 0.887424 -2.337487 1.860041 -0.1 0.0 -0.2
C 2.061469 -3.970261 3.833236 -0.1 0.1 0.0
C -0.141281 3.625807 -2.826101 0.1 -0.3 0.1
C 0.208522 -1.474776 0.791865 0.0 0.2 0.0
C -1.609341 -2.873096 0.002064 -0.1 0.1 0.0
C 1.696672 -2.656992 4.123073 0.0 0.0 -0.1
C 1.917693 2.276493 1.378038 0.1 0.2 0.0
C -1.424829 -1.602393 0.848970 0.4 0.3 0.1
C -0.568886 -2.711225 -1.089446 0.0 0.3 0.1
C -2.831696 5.175339 -0.794324 0.1 0.1 -0.1
C 1.560652 4.179823 -0.799503 0.0 0.2 0.0
C 1.838820 -4.461520 2.556053 -0.1 0.2 -0.1
C 1.255567 -3.648790 1.582479 0.1 -0.2 0.1
C 1.358347 5.117702 -1.789607 0.1 0.0 0.2
H 2.516998 -4.596688 4.592137 0.0 0.0 0.0
H -2.077318 -0.868288 2.592750 0.0 0.0 0.0
H -0.944081 -2.110982 -1.929111 0.0 -0.1 0.1
H -2.005315 -0.586508 -5.354946 0.0 0.1 0.0
H -0.212191 -3.663712 -1.488905 0.1 -0.1 0.0
H 1.869889 -2.254047 5.115249 0.0 0.0 0.0
H 0.845684 -0.823542 3.357187 0.0 -0.1 0.0
H 2.934145 2.588359 1.095863 -0.1 0.0 0.0
H 1.864318 6.076117 -1.731371 0.0 0.0 0.0
H -0.850416 3.364146 -3.612366 0.0 0.0 0.1
H 2.224131 4.394630 0.026750 0.0 0.0 0.0
H 0.281914 5.577976 -3.617500 0.0 0.0 0.0
H 2.124258 -5.477856 2.308306 0.0 0.0 0.0
H -1.341445 -2.319565 2.805808 0.0 0.1 -0.1
H 1.481071 3.096569 1.965191 0.0 -0.1 0.0
H -1.425006 -3.762642 0.612636 0.0 0.0 0.0
H -2.629827 -2.905368 -0.385466 0.0 0.0 0.1
H 1.993012 1.398892 2.014415 0.0 0.0 0.0
H -2.973674 -1.683964 -4.387253 -0.1 0.0 0.1
H 1.103308 -4.028311 0.579717 0.0 0.0 0.0
H -1.234157 -1.901328 -4.484702 0.1 0.0 0.1
```
Forces are in eV/Å.

***

The following is a quantum chemistry calculation of the molecule C18H20FN3O, from OMol25.

## Properties
Energy relative to the best compared isomer or geometry (same formula, charge and spin) in kJ/mol: 80.1
Net charge: 0
E_LUMO in eV: 0.72
Highest occupied orbital energy in hartree: -0.3121
Multiplicity: 1
SMILES: C=CCCC(=O)N[C@@H]1CCCc2c1cnn2-c1ccccc1F

```
43
Properties=species:S:1:pos:R:3:forces:R:3
F -4.389896 0.167904 -1.933941 0.1 0.1 -0.1
O 1.879262 -0.477804 0.079347 0.0 -0.2 -0.3
N -1.020155 2.090598 -1.264527 0.1 0.8 -0.3
N 0.946323 0.211353 2.020761 -0.4 0.1 0.4
N -1.696487 0.973056 -1.572479 0.1 -0.2 0.6
C -2.309113 0.888389 -2.829618 -0.3 0.0 -0.6
C -2.163238 1.232161 -5.211707 0.0 0.0 0.0
C 1.989227 0.012436 1.182528 0.6 0.3 0.3
C 3.832280 -0.668694 2.736473 0.1 0.2 0.0
C -3.467867 0.792717 -5.367633 0.0 0.0 0.1
C -3.629908 0.485323 -3.005755 0.1 0.0 0.1
C 3.327635 0.421219 1.777949 -0.1 -0.2 -0.1
C 5.152691 -0.287842 3.325574 -0.2 -0.1 -0.1
C -0.502920 1.893376 -0.072810 -0.2 -0.4 -0.1
C -0.433407 -0.090934 1.664039 0.0 -0.3 -0.2
C -4.208240 0.422191 -4.259149 0.0 0.0 0.1
C -0.824998 0.612877 0.404937 -0.4 -0.1 -0.2
C 5.375365 -0.121285 4.615377 0.1 0.0 0.1
C -2.095574 -1.354448 -0.579732 -0.1 -0.1 0.0
C -1.595514 0.044384 -0.586103 0.2 0.1 0.4
C -2.008670 -1.889008 0.853071 0.2 0.0 -0.1
C -1.589839 1.280103 -3.955669 -0.1 -0.1 0.1
C -0.639908 -1.601267 1.465592 -0.2 0.1 0.2
H -2.191051 -2.964737 0.850948 -0.1 0.0 0.0
H -1.589111 1.536271 -6.073045 0.1 0.0 -0.1
H 0.082230 2.659450 0.396331 0.2 0.2 0.0
H 4.598976 -0.268151 5.349123 -0.2 0.0 0.1
H 4.038714 0.545369 0.960740 -0.1 0.1 0.0
H -1.464437 -1.958650 -1.240438 0.0 0.0 0.0
H 3.103388 -0.834285 3.533146 0.0 -0.1 0.0
H 3.939404 -1.600114 2.173837 -0.1 0.0 0.0
H 3.233979 1.369347 2.311442 0.0 0.0 0.0
H 0.140181 -1.960972 0.793831 0.0 0.0 0.0
H -2.784647 -1.416558 1.460306 -0.1 0.0 0.0
H -0.578565 1.626313 -3.813366 0.1 0.0 0.0
H -1.058551 0.261301 2.495396 0.1 -0.1 -0.1
H -3.915572 0.748671 -6.348178 0.0 0.0 -0.1
H -5.234241 0.101075 -4.346380 -0.1 0.0 0.0
H -0.537310 -2.113027 2.424644 0.0 0.0 0.0
H 6.342154 0.158227 4.997718 0.2 0.1 0.0
H 1.120126 0.635031 2.916375 0.0 0.0 -0.1
H 5.949074 -0.134366 2.609201 0.2 0.0 0.0
H -3.121790 -1.427002 -0.938154 0.1 0.0 -0.1
```
Forces are in eV/Å.

***

The following is a quantum chemistry calculation of a cluster of 2 separate species, C4H10NO3 in total at a distorted geometry, from OMol25.

## Properties
Energy relative to the best compared isomer or geometry (same formula, charge and spin) in kJ/mol: 203.3
Net charge: -1
E_LUMO in eV: 3.91
Highest occupied orbital energy in hartree: -0.1545
Multiplicity: 1

```
18
Properties=species:S:1:pos:R:3:forces:R:3
O 1.673593 -0.990010 -0.670675 -1.4 0.8 1.0
O 2.459893 1.055116 -0.351185 -1.2 0.1 0.6
O 0.305923 -0.436839 -2.968909 -1.2 -3.0 -2.1
N -0.776850 0.968958 0.231558 -1.2 -0.1 0.4
C 0.138822 -0.464664 2.009726 1.3 -0.2 2.9
C 1.596723 0.172735 -0.129394 1.5 -0.8 -0.3
C 0.438601 0.551763 0.962240 0.7 2.2 -1.9
C -1.480413 -0.076962 -0.525146 -0.6 -0.6 -0.5
H 0.149880 0.462721 -3.087880 0.6 2.1 0.6
H -1.197659 -0.051721 -1.576575 -0.5 0.7 -0.1
H -2.601095 0.029946 -0.387074 1.2 -0.3 -0.2
H -1.466392 1.416761 0.881023 1.2 -0.7 -0.6
H -0.368253 -1.326764 1.661002 -0.1 -1.0 -0.9
H 0.814140 1.588880 1.260668 -0.2 -1.7 0.6
H 0.943022 -0.800759 -2.355185 0.8 1.0 1.2
H -0.532521 -0.158534 2.848563 0.2 0.7 -0.7
H 1.052415 -0.805491 2.596216 -0.8 0.2 -1.0
H -1.149824 -1.135138 -0.398975 -0.3 0.6 1.0
```
Forces are in eV/Å.